The following is a quantum chemistry calculation of C25H18FeN6O12S as an isolated structure, from OMol25.

Summary:
**Max |F|**: 0.48 eV/A
**Charge**: -2
**E_tot**: -104954.7145 eV
**Multiplicity**: 5
**ΔE to the lowest compared entry with this formula, charge and spin**: 3.84 kJ/mol

The geometry in XYZ format:
```
63
Properties=species:S:1:pos:R:3:forces:R:3
Fe -0.801998 0.371049 1.459960 0.015 -0.083 -0.090
O 0.443902 -3.147052 2.267056 0.005 -0.017 -0.030
C 1.514860 -2.451787 2.551071 -0.029 0.021 -0.110
O 2.628733 -2.636589 2.106822 -0.004 -0.023 0.071
C 1.288407 -1.327945 3.531130 0.023 -0.017 0.004
C 1.555502 -1.498848 4.878901 0.028 0.020 0.006
C 1.492473 -0.389263 5.707257 -0.001 0.000 0.002
C 1.204081 0.846409 5.157058 0.009 -0.008 -0.005
C 0.925331 0.917232 3.800241 0.013 -0.005 0.022
N 0.943732 -0.154245 3.007309 -0.096 0.031 0.013
C 0.595091 2.257082 3.135802 0.053 0.009 -0.046
O 0.931588 3.277009 3.730557 -0.013 0.000 0.006
O 0.020952 2.166681 2.002912 -0.030 -0.013 0.060
H 0.589518 -3.668507 1.428712 0.047 -0.025 0.039
H 1.810345 -2.479325 5.258033 0.004 0.002 0.000
H 1.681130 -0.489990 6.769549 0.001 0.002 0.001
H 1.176269 1.758355 5.735346 0.000 0.001 0.002
N 6.429926 -3.302437 -3.229924 0.001 0.000 -0.001
C 5.101050 -3.310302 -2.752859 0.002 0.002 0.002
C 4.843477 -3.276152 -1.385037 0.000 0.001 -0.006
C 3.541834 -3.317525 -0.911783 -0.001 -0.005 0.003
C 2.487166 -3.392090 -1.809371 0.001 -0.003 0.002
C 2.731603 -3.427621 -3.171629 0.003 0.004 0.001
C 4.033964 -3.395099 -3.643457 -0.001 -0.002 0.000
S 0.814651 -3.413661 -1.201264 0.032 -0.020 -0.033
O -0.021394 -3.724856 -2.336746 -0.017 0.005 0.006
O 0.817084 -4.398377 -0.120622 -0.038 0.057 0.041
N 0.518204 -2.027566 -0.501710 -0.014 -0.001 -0.015
C 0.611329 -0.870804 -1.165574 -0.007 0.009 0.006
N 0.230842 0.236347 -0.467047 0.039 0.051 0.017
C 0.347320 1.419564 -1.054774 0.003 -0.009 -0.005
C 0.833791 1.567293 -2.342426 0.000 -0.003 -0.005
C 1.175461 0.390016 -2.988525 0.001 0.005 0.004
N 1.072558 -0.803581 -2.438118 -0.013 -0.001 0.002
H 7.066131 -2.846248 -2.593040 0.000 0.000 0.000
H 6.510019 -2.894335 -4.149350 0.000 0.000 0.000
H 5.669588 -3.210324 -0.684844 0.001 0.000 0.000
H 3.339587 -3.276444 0.151590 -0.008 -0.002 -0.001
H 1.888967 -3.464231 -3.848174 0.002 0.000 0.000
H 4.228123 -3.423931 -4.710802 -0.001 0.000 0.000
H 0.034119 2.269819 -0.459758 0.002 0.000 0.002
H 0.926536 2.536372 -2.809489 -0.001 0.000 -0.001
H 1.553301 0.408113 -4.009219 0.000 0.001 -0.001
O -3.466888 2.232173 1.999740 -0.004 0.001 -0.001
C -3.158043 2.094320 0.820765 -0.005 0.003 -0.019
O -2.299556 1.309726 0.307441 0.013 -0.007 0.012
C -3.887420 2.966196 -0.208070 0.000 0.006 0.003
C -4.836301 3.886275 0.225793 0.005 0.005 0.000
C -5.502267 4.694293 -0.678243 -0.009 -0.011 0.000
C -5.201285 4.563017 -2.025742 -0.074 -0.072 -0.012
C -4.261728 3.654938 -2.488540 -0.009 -0.009 -0.001
C -3.606223 2.856306 -1.566347 0.004 0.000 0.001
N -5.900350 5.415829 -2.992946 0.301 0.285 0.043
O -6.706562 6.227417 -2.570283 -0.112 -0.097 -0.014
O -5.607737 5.313216 -4.171612 -0.105 -0.103 -0.020
H -5.027720 3.944597 1.288887 0.001 0.001 0.000
H -6.240799 5.416008 -0.362881 -0.001 0.000 0.000
H -4.059148 3.585704 -3.546849 0.000 -0.001 0.000
H -2.864952 2.131952 -1.876326 0.002 0.002 -0.001
O -3.671868 -1.886067 3.284242 0.022 -0.149 -0.088
C -3.063011 -1.195780 2.481251 -0.080 0.393 0.264
O -1.805867 -0.914076 2.525684 0.015 -0.104 -0.040
H -3.617420 -0.698250 1.660253 0.026 -0.128 -0.090
```
Forces are in eV/Å.

***

The following is a quantum chemistry calculation of a 2-piece molecular cluster, C12H17N overall in a non-equilibrium geometry, from OMol25.

Summary:
**Max |F|**: 2.78 eV/A
**Charge**: -1
**E_tot**: -14208.0605 eV
**Multiplicity**: 2
**ΔE to the lowest compared entry with this formula, charge and spin**: 93.91 kJ/mol

The geometry in XYZ format:
```
30
Properties=species:S:1:pos:R:3:forces:R:3
C 1.936284 -1.133464 1.094741 0.208 -0.704 -0.446
C 1.235871 -2.511558 0.952027 0.114 1.500 1.373
H 1.518323 -0.461555 1.839456 -0.348 0.016 -0.130
H 3.004070 -1.184732 1.287590 0.261 -0.332 0.132
H 1.829251 -0.745746 0.082190 0.011 0.729 0.230
H 1.719619 -2.988018 0.109218 -0.426 -0.643 -0.001
H 1.153750 -3.084660 1.880228 0.767 -0.358 -0.117
H 0.202620 -2.237306 0.808895 -0.293 -0.356 -0.901
C -1.800299 -0.217492 1.331657 0.097 1.742 0.408
C -3.090915 -0.381377 0.526903 0.019 -1.223 0.290
C -0.872898 0.819434 0.755483 -0.049 0.169 -1.239
C -0.569283 2.070766 1.254984 0.708 -1.008 -0.820
C -0.252444 0.723774 -0.543079 -0.635 0.562 1.377
C 0.475465 1.938136 -0.773658 -0.010 -2.781 -0.148
C -0.212950 -0.429766 -1.372405 -0.241 0.224 -0.238
C 1.380974 1.906632 -1.853905 0.576 0.879 -0.378
C 0.499472 -0.309882 -2.576928 1.526 0.692 0.882
C 1.324511 0.811268 -2.757904 -1.340 -1.285 0.051
N 0.326500 2.672102 0.366614 -0.210 1.183 0.132
H -2.060299 0.169185 2.326039 -0.101 -0.152 0.037
H -1.268839 -1.140264 1.529434 -0.118 -0.445 -0.209
H -3.455185 0.535199 0.075137 0.075 0.222 0.188
H -1.005608 2.697450 1.970265 -0.601 0.474 1.183
H 0.377642 3.674858 0.424604 0.416 0.020 -0.382
H -0.570576 -1.333064 -0.905313 -0.208 -0.362 -0.566
H 2.249809 2.546164 -1.933526 -0.166 0.462 0.084
H 0.791029 -1.134252 -3.212688 -0.624 -0.365 -0.137
H 1.949305 0.656284 -3.612733 0.695 0.795 -0.341
H -3.839408 -0.814558 1.200652 -0.247 0.207 -0.157
H -2.975790 -1.113566 -0.273971 0.143 0.138 -0.158
```
Forces are in eV/Å.